[1]
ORCA calculation (wB97M-V/def2-TZVPD) on one molecule with the formula C5H10N2O2S at a distorted geometry.

Calculated values
Gap between HOMO and LUMO   8.42 eV
Net charge   0
ΔE to the lowest compared entry with this formula, charge and spin   3.5763 eV
HOMO level   -7.81 eV
Electronic energy   -23253.0941 eV

Each line ends with the Löwdin charge.
Geometry (Å):
C -1.18 -0.37 -0.66  -0.299
C 0.93 -0.79 -0.41  0.037
C -0.67 1.70 0.26  -0.243
C 0.74 1.61 -0.11  -0.189
C 1.18 0.20 1.84  -0.058
N -1.63 0.72 -0.29  0.014
N 1.37 0.34 0.38  -0.221
O -1.50 -2.91 -0.74  -0.335
O -1.71 -1.53 -2.82  -0.480
S -2.23 -1.59 -1.48  0.891
H 0.91 -1.77 -0.02  0.063
H 1.34 -0.78 -1.37  0.066
H -0.71 1.82 1.40  0.136
H -1.27 2.50 -0.01  0.088
H 0.89 1.58 -1.18  0.123
H 1.30 2.46 0.34  0.135
H 1.63 0.97 2.28  0.044
H 0.13 0.07 1.96  0.071
H 1.75 -0.69 2.10  0.096
H -1.25 -3.51 -1.47  0.064



[2]
ORCA calculation (wB97M-V/def2-TZVPD) on C5H10N2O2S2 as an isolated structure at a distorted geometry.

Calculated values
Gap between HOMO and LUMO   8.71 eV
Net charge   0
ΔE to the lowest compared entry with this formula, charge and spin   0.5987 eV
HOMO level   -9.17 eV
Electronic energy   -34090.8143 eV

Each line ends with the Löwdin charge.
Geometry (Å):
C -0.04 -2.76 1.82  -0.614
C -1.79 -3.84 0.98  -0.193
C -2.45 -2.79 1.40  -0.414
C 1.26 -2.24 2.33  -0.055
C -1.33 2.37 -1.47  -0.236
N -0.34 -3.73 1.10  0.077
N -1.39 3.67 -2.22  -0.058
O 0.18 0.55 0.97  -0.460
O -0.22 -1.22 -0.70  -0.402
S -1.43 -1.65 2.27  0.947
S -0.76 -0.21 0.16  0.722
H -2.10 -4.60 0.30  0.101
H -3.58 -2.59 1.36  0.106
H 2.02 -2.98 2.37  0.084
H 1.03 -1.70 3.17  0.042
H 1.44 -1.43 1.60  0.079
H -1.69 2.45 -0.40  0.066
H -2.01 1.65 -1.92  0.049
H -0.31 1.86 -1.38  0.054
H -1.22 3.49 -3.18  0.038
H -0.91 4.38 -1.66  0.065



[3]
ORCA calculation (wB97M-V/def2-TZVPD) on one molecule with the formula C5H10N2O4 at a distorted geometry.

Calculated values
Gap between HOMO and LUMO   10.30 eV
Net charge   0
SMILES string   NCC(=O)N[C@@H](CO)C(=O)O
ΔE to the lowest compared entry with this formula, charge and spin   0.3399 eV
HOMO level   -9.73 eV
Electronic energy   -16517.7744 eV

Each line ends with the Löwdin charge.
Geometry (Å):
C -0.13 2.66 0.46  -0.160
C 0.23 1.24 1.00  -0.442
C 0.58 -1.05 0.26  -0.228
C 1.18 -1.69 -0.96  -0.462
C -0.65 -1.81 0.71  -0.210
H -0.69 3.63 -1.23  0.074
H -1.72 2.42 -0.85  0.085
H 0.84 3.20 0.41  0.130
H -0.71 3.12 1.22  0.094
H -0.01 0.67 -0.92  0.132
H 1.34 -1.07 1.07  0.176
H -0.99 -1.42 1.64  0.111
H -1.49 -1.69 -0.03  0.144
H -0.99 -3.72 1.03  0.105
H 0.91 -1.72 -2.85  0.151
N -0.72 2.66 -0.91  -0.015
N 0.20 0.31 0.02  0.098
O 0.40 1.01 2.21  0.026
O 2.30 -2.10 -1.04  0.145
O -0.24 -3.15 0.80  -0.039
O 0.36 -1.49 -2.05  0.085



[4]
ORCA calculation (wB97M-V/def2-TZVPD) on one molecule with the formula C5H10N2O9 at a distorted geometry.

Calculated values
Gap between HOMO and LUMO   10.55 eV
Net charge   0
SMILES string   CC(C)(O)[C@@H](CO[N+](=O)[O-])OOO[N+](=O)[O-]
ΔE to the lowest compared entry with this formula, charge and spin   1.5140 eV
HOMO level   -10.90 eV
Electronic energy   -26740.4451 eV

Each line ends with the Löwdin charge.
Geometry (Å):
N 3.31 1.23 -2.05  -0.373
O 3.63 2.27 -1.52  0.160
O 2.25 0.47 -1.55  0.057
O 3.71 0.64 -3.06  0.117
C -1.17 -0.68 2.33  -0.008
C -0.02 -0.34 1.39  -0.559
C 0.95 -1.49 1.17  -0.009
C -0.50 0.00 -0.03  -0.208
C -1.93 0.49 -0.28  -0.149
O -2.14 1.19 -1.49  0.039
N -2.02 0.15 -2.53  -0.319
O -2.07 0.54 -3.69  0.137
O -1.92 -0.99 -2.11  0.073
O 0.36 1.12 -0.46  -0.006
O 1.77 0.85 -0.24  -0.051
O 0.55 0.81 2.05  -0.008
H -1.67 -1.55 1.91  0.097
H -0.74 -0.86 3.32  0.102
H -1.85 0.17 2.36  0.085
H 0.37 -2.31 0.74  0.101
H 1.73 -1.19 0.45  0.084
H 1.40 -1.75 2.13  0.101
H -0.45 -0.90 -0.65  0.137
H -2.71 -0.29 -0.18  0.152
H -2.19 1.31 0.40  0.151
H 1.35 1.11 1.57  0.096



[5]
ORCA calculation (wB97M-V/def2-TZVPD) on one molecule with the formula C5H10N2OS at a distorted geometry.

Calculated values
Gap between HOMO and LUMO   9.47 eV
Net charge   0
ΔE to the lowest compared entry with this formula, charge and spin   1.2117 eV
HOMO level   -8.79 eV
Electronic energy   -21207.6055 eV

Each line ends with the Löwdin charge.
Geometry (Å):
C -1.82 -1.19 -0.31  -0.283
C -2.11 1.23 -1.11  -0.026
C -0.79 0.53 1.00  -0.089
C 2.26 -1.11 0.36  -0.144
C -1.27 0.13 -0.31  -0.559
N -2.23 -2.26 -0.17  0.167
N 1.21 -1.45 -0.59  -0.278
O 1.24 0.93 -1.01  -0.496
S 0.46 -0.20 -1.44  0.964
H -1.59 2.07 -0.85  0.038
H -1.96 1.01 -2.24  0.110
H -3.15 1.12 -0.84  0.080
H 0.23 0.89 1.10  0.075
H -0.67 -0.33 1.61  0.084
H -1.41 1.34 1.37  0.097
H 2.22 -0.07 0.53  0.036
H 2.09 -1.61 1.34  0.094
H 3.26 -1.47 0.15  0.070
H 0.71 -2.26 -0.33  0.059



[6]
ORCA calculation (wB97M-V/def2-TZVPD) on one molecule with the formula C5H10N2OS at a distorted geometry.

Calculated values
Gap between HOMO and LUMO   9.37 eV
Net charge   0
SMILES string   C[C@@H]1N=N[C@H](C)[C@H]1SO
ΔE to the lowest compared entry with this formula, charge and spin   1.5623 eV
HOMO level   -9.07 eV
Electronic energy   -21207.2550 eV

Each line ends with the Löwdin charge.
Geometry (Å):
C -0.48 0.10 0.15  -0.479
C 0.81 -0.40 0.81  -0.387
C -0.01 1.43 -0.54  -0.390
C 1.19 -1.85 0.55  -0.083
C -0.44 1.52 -2.00  -0.059
N 1.92 0.45 0.20  0.043
N 1.48 1.31 -0.51  0.013
O -2.10 -0.66 2.39  -0.529
S -2.01 0.50 1.20  0.871
H -0.69 -0.64 -0.69  0.098
H 0.89 -0.17 1.96  0.169
H -0.09 2.32 0.02  0.116
H 0.56 -2.22 -0.32  0.082
H 0.85 -2.50 1.44  0.091
H 2.32 -2.00 0.56  0.094
H -0.74 0.44 -2.23  0.081
H 0.50 1.72 -2.59  0.087
H -1.31 2.10 -2.36  0.081
H -2.65 -1.46 1.97  0.103



[7]
ORCA calculation (wB97M-V/def2-TZVPD) on one molecule with the formula C5H10N2S at a distorted geometry.

Calculated values
Gap between HOMO and LUMO   8.32 eV
Net charge   0
SMILES string   C=CN(N)C(=S)CC
ΔE to the lowest compared entry with this formula, charge and spin   4.0491 eV
HOMO level   -8.00 eV
Electronic energy   -19158.8566 eV

Each line ends with the Löwdin charge.
Geometry (Å):
C -0.24 0.72 2.08  -0.112
C -0.60 -0.65 1.41  -0.337
C 0.02 -0.82 0.12  -0.747
C 0.64 0.14 -2.05  -0.081
C 1.85 -0.51 -2.42  0.024
H -0.43 1.64 1.53  0.048
H 0.85 0.81 2.48  0.106
H -0.65 0.70 3.16  0.095
H -1.66 -0.61 1.34  0.087
H -0.36 -1.52 2.16  0.125
H -1.51 1.29 0.20  0.056
H -2.29 0.29 -0.83  0.148
H 0.32 1.08 -2.45  0.078
H 2.36 0.00 -3.21  0.039
H 2.31 -1.24 -1.90  -0.067
N -0.34 -0.11 -0.95  -0.157
N -1.38 0.95 -0.79  0.059
S 1.11 -2.17 0.13  0.636



[8]
ORCA calculation (wB97M-V/def2-TZVPD) on C5H10N2S as an isolated structure at a distorted geometry.

Calculated values
Gap between HOMO and LUMO   8.66 eV
Net charge   0
ΔE to the lowest compared entry with this formula, charge and spin   5.8534 eV
HOMO level   -8.19 eV
Electronic energy   -19157.0524 eV

Each line ends with the Löwdin charge.
Geometry (Å):
C -1.44 -0.88 -1.47  -0.090
C -0.89 -0.39 -0.23  -0.439
C 0.08 0.93 1.46  -0.166
C 0.27 0.58 -0.10  -0.840
C 1.54 -0.27 -0.12  -0.143
H -0.59 -1.44 -1.83  0.053
H -1.61 -0.07 -2.23  0.073
H -2.46 -1.53 -1.64  0.146
H -1.47 -0.33 2.73  0.177
H 1.01 0.80 2.07  0.097
H -0.47 1.94 1.63  0.128
H 1.76 -0.81 1.10  0.170
H 2.36 0.63 -0.60  0.067
H 1.28 -1.29 -0.92  0.150
H 1.99 1.62 -1.30  -0.058
N -1.23 -1.00 0.88  0.051
N -0.64 -0.33 1.95  -0.128
S 0.51 1.84 -1.36  0.754